(1)
# C16H32LiO12

A molecular structure, C16H32LiO12 at a distorted geometry (ωB97M-V with the def2-TZVPD basis set, the Open Molecules 2025 dataset).

Geometry (Å):
Li (1.77859, -0.33132, -0.73108)
C (0.61324, -5.26662, 1.74825)
C (1.84766, -5.89476, 1.01271)
O (1.48822, -5.92303, -0.33924)
C (1.53653, -4.86863, -1.17428)
O (2.00277, -3.76912, -0.85838)
O (1.04829, -5.20868, -2.33748)
C (0.92552, -4.38484, -3.54410)
H (0.73659, -5.19016, 2.82855)
H (-0.32837, -5.72809, 1.45071)
H (0.67238, -4.23188, 1.41075)
H (2.05307, -6.90293, 1.37259)
H (2.79113, -5.38513, 1.20822)
H (0.51771, -3.38019, -3.43243)
H (0.51601, -5.01386, -4.33451)
H (1.92142, -4.19264, -3.94329)
C (-0.29293, 5.05228, -2.42238)
C (0.06824, 4.90835, -3.90492)
O (-0.71562, 3.87248, -4.48901)
C (-0.43406, 2.55943, -4.18073)
O (0.37832, 2.16638, -3.31745)
O (-1.13801, 1.72965, -4.90492)
C (-1.92756, 2.10430, -6.03010)
H (-1.34226, 5.29620, -2.25654)
H (0.29035, 5.89042, -2.04105)
H (0.08893, 4.23344, -1.81264)
H (1.13288, 4.74744, -4.07447)
H (-0.16310, 5.76704, -4.53518)
H (-1.59347, 2.95463, -6.62460)
H (-2.96378, 2.19401, -5.70404)
H (-1.97800, 1.36060, -6.82538)
C (-4.77369, 0.84214, 2.75395)
C (-4.19017, -0.61625, 2.85461)
O (-4.05747, -1.10694, 1.50491)
C (-2.86604, -0.85800, 0.85820)
O (-1.83608, -0.40812, 1.34300)
O (-2.87344, -1.11673, -0.49726)
C (-3.96886, -1.78436, -1.13949)
H (-3.98891, 1.55366, 2.49713)
H (-5.10408, 1.16318, 3.74181)
H (-5.49117, 0.89319, 1.93497)
H (-4.77990, -1.32271, 3.43876)
H (-3.22579, -0.48898, 3.34642)
H (-4.43842, -1.02320, -1.76257)
H (-4.72473, -2.13867, -0.43861)
H (-3.76650, -2.63643, -1.78844)
C (1.48647, 3.68533, 4.29011)
C (2.88497, 3.72668, 3.81822)
O (3.61192, 2.58209, 4.11662)
C (3.94268, 1.55882, 3.17781)
O (3.44994, 1.32692, 2.07937)
O (4.83667, 0.72747, 3.88627)
C (5.11346, -0.50971, 3.23116)
H (1.05535, 2.86544, 3.71563)
H (0.86854, 4.57464, 4.16606)
H (1.44432, 3.40723, 5.34320)
H (3.38795, 4.57151, 4.28870)
H (2.91243, 3.91216, 2.74447)
H (5.27670, -1.29340, 3.97094)
H (6.01202, -0.33570, 2.63922)
H (4.27114, -0.91604, 2.67125)

Cartesian forces (eV/Å) of the 3 atoms listed first:
-0.2 -0.1 0.1
1.7 0.6 -0.3
-1.0 0.6 1.9

## Properties
Energy relative to the best compared isomer or geometry (same formula, charge and spin): 127.4 kcal/mol
Kohn-Sham gap: 9.022 eV
Spin multiplicity: 1
Net charge: +1
HOMO level: -13.053 eV
Lowest unoccupied orbital energy: -4.0 eV

In elementary charge units, the natural (NBO) charges are: 0.9906 -0.6357 -0.0630 -0.4928 1.0168 -0.7266 -0.4912 -0.2582 0.2204 0.2236 0.2058 0.2008 0.1887 0.1947 0.2244 0.1941 -0.6462 -0.0662 -0.5230 1.0113 -0.6829 -0.4916 -0.2692 0.2221 0.2195 0.2270 0.1897 0.2016 0.2098 0.1967 0.2039 -0.6354 -0.0733 -0.5243 1.0049 -0.6418 -0.5182 -0.2700 0.2132 0.2250 0.2194 0.2023 0.2044 0.1898 0.2091 0.1980 -0.6334 -0.0643 -0.5037 1.0153 -0.6638 -0.4900 -0.2629 0.2034 0.2306 0.2201 0.1889 0.1774 0.2057 0.1943 0.1842

=====

(2)
# C16H32N2O8Ti

A molecular structure, C16H32N2O8Ti at a distorted geometry (ωB97M-V with the def2-TZVPD basis set, the Open Molecules 2025 dataset).

Geometry (Å):
Ti (0.17524, -0.59205, 0.14213)
C (0.88983, -2.22482, 1.71839)
C (1.71193, -1.10826, 2.33781)
O (1.36159, 0.13296, 1.68964)
C (2.46513, 1.05029, 1.65070)
C (3.08614, 0.74120, 0.29241)
O (1.90446, 0.34881, -0.38850)
C (2.10219, -0.31130, -1.64387)
C (0.73282, -0.77673, -2.23456)
O (0.08930, -1.84846, -1.50874)
C (0.69666, -3.13315, -1.70566)
C (0.88579, -3.54903, -0.26538)
O (1.24122, -2.28955, 0.30727)
H (1.11957, -3.17382, 2.21758)
H (-0.21355, -2.00293, 1.79648)
H (1.50006, -1.01860, 3.40625)
H (2.77803, -1.33518, 2.20059)
H (2.04457, 2.05532, 1.66124)
H (3.15069, 0.94464, 2.49271)
H (3.56052, 1.60303, -0.17220)
H (3.78878, -0.09579, 0.35452)
H (2.57038, 0.39966, -2.33559)
H (2.77583, -1.16285, -1.50259)
H (0.05150, 0.04152, -2.21325)
H (0.85595, -1.08007, -3.28359)
H (0.02491, -3.79583, -2.25312)
H (1.65343, -3.06035, -2.22952)
H (-0.05244, -3.91101, 0.15481)
H (1.67734, -4.28779, -0.12400)
C (0.07508, 3.61872, -2.61470)
N (0.73662, 2.95818, -1.49872)
C (1.83056, 3.63112, -0.81577)
C (0.32413, 1.72591, -1.07652)
O (0.46005, 1.39644, 0.12231)
C (-0.84777, 0.97579, -1.79150)
O (-1.41612, -0.11073, -0.91792)
C (-2.55062, -0.26888, -0.43589)
C (-2.36549, -0.39282, 1.05981)
O (-1.37354, 0.14397, 1.25640)
N (-3.41037, -0.36073, 1.94611)
C (-4.78466, -0.23396, 1.49275)
C (-3.21785, -0.46419, 3.37937)
H (0.51357, 4.60343, -2.82383)
H (-0.99183, 3.77916, -2.38571)
H (0.16666, 3.01205, -3.52988)
H (2.03573, 4.61733, -1.25434)
H (2.74564, 3.03342, -0.89364)
H (1.58050, 3.77735, 0.24588)
H (-0.55033, 0.80544, -2.84289)
H (-1.68991, 1.68964, -1.85164)
H (-3.13106, -1.12321, -0.81126)
H (-3.10904, 0.66189, -0.64584)
H (-4.88920, -0.17105, 0.40379)
H (-5.23114, 0.67908, 1.92250)
H (-5.37250, -1.10391, 1.82695)
H (-2.16107, -0.56090, 3.66160)
H (-3.75199, -1.34979, 3.76277)
H (-3.61955, 0.43434, 3.87469)
O (-0.63238, -1.96299, 0.67315)

Cartesian forces (eV/Å) of the 3 atoms listed first:
0.2 0.0 1.5
5.4 -1.3 5.4
0.8 -1.2 0.3

## Properties
<S²>: 0.754
Energy relative to the best compared isomer or geometry (same formula, charge and spin): 424.8 kcal/mol
Kohn-Sham gap (alpha / beta): 5.093 / 5.909 eV
Spin multiplicity: 2
Net charge: +1
HOMO level (alpha / beta): -7.453 / -8.289 eV
Lowest unoccupied orbital energy (alpha / beta): -2.4 / -2.4 eV

In elementary charge units, the natural (NBO) charges are: 0.9468 -0.2062 -0.0971 -0.4928 -0.0769 -0.0835 -0.5291 -0.1214 -0.0994 -0.4638 -0.0839 -0.0795 -0.5468 0.2053 0.3470 0.2065 0.1665 0.2129 0.2154 0.1908 0.2006 0.2019 0.2205 0.1904 0.2018 0.2137 0.1824 0.2377 0.1997 -0.4145 -0.4279 -0.4056 0.6939 -0.5510 -0.2000 -0.4567 -0.1286 0.7849 -0.5812 -0.4314 -0.4088 -0.4106 0.2380 0.2090 0.2043 0.2307 0.1982 0.2203 0.2432 0.2377 0.1989 0.1839 0.2116 0.2077 0.2054 0.2324 0.2047 0.2029 -0.9510

=====

(3)
# C16H32O29Rb2S5Y

A molecular structure, C16H32O29Rb2S5Y at a distorted geometry (ωB97M-V with the def2-TZVPD basis set, the Open Molecules 2025 dataset).

Geometry (Å):
Rb (-0.27233, -1.69012, -2.69999)
Rb (-0.29025, 3.33263, 1.26635)
Y (-2.93790, -0.28888, 0.91728)
S (-3.04431, 1.75064, 3.02330)
O (-1.91731, 2.37681, 3.71503)
O (-2.94450, 1.85149, 1.52769)
O (-3.00798, 0.24351, 3.10700)
O (-4.30559, 2.29609, 3.46516)
S (-3.73226, -1.18290, -1.79350)
O (-4.95953, -1.91245, -2.01009)
O (-2.85333, -1.15474, -2.97429)
O (-3.94523, 0.13724, -1.10720)
O (-2.89746, -1.79135, -0.70067)
S (0.02861, -0.18634, 0.45367)
O (-1.06322, 0.61923, -0.14842)
O (0.75780, 0.66969, 1.39176)
O (-0.83021, -1.23698, 1.05703)
O (0.92994, -0.71199, -0.57810)
C (-0.33876, -4.99900, 2.79033)
C (-1.38114, -4.04577, 2.26024)
O (-2.57836, -4.19030, 3.05355)
C (-3.59629, -3.40306, 2.73832)
O (-3.56564, -2.43065, 2.01719)
O (-4.74612, -3.76728, 3.29272)
C (-4.77688, -4.73996, 4.36056)
H (-0.60809, -6.05393, 2.67502)
H (-0.13531, -4.87859, 3.85689)
H (0.60503, -4.83474, 2.26826)
H (-1.63794, -4.31288, 1.23560)
H (-0.99872, -3.03712, 2.32514)
H (-4.01014, -5.48702, 4.20756)
H (-5.74971, -5.22300, 4.27203)
H (-4.72734, -4.22514, 5.31461)
C (-0.70771, 2.34927, -6.77164)
C (0.49345, 1.45611, -7.04087)
O (1.57556, 1.80214, -6.13423)
C (1.82936, 0.96822, -5.13863)
O (1.33926, -0.12405, -4.97857)
O (2.69232, 1.54474, -4.30908)
C (3.15726, 0.72747, -3.23857)
H (-1.30549, 1.90495, -5.97381)
H (-1.29319, 2.48106, -7.67839)
H (-0.41652, 3.33173, -6.39724)
H (0.94505, 1.63341, -8.01542)
H (0.21920, 0.40976, -6.94878)
H (4.02278, 1.19827, -2.78550)
H (3.43113, -0.25846, -3.61354)
H (2.38393, 0.60757, -2.47531)
C (2.78017, 5.00534, -4.45194)
C (1.40973, 5.47921, -4.01088)
O (0.67545, 4.38672, -3.46709)
C (-0.22539, 4.68023, -2.51475)
O (-0.43251, 5.77246, -2.06141)
O (-0.89712, 3.61119, -2.11579)
C (-0.67134, 2.30546, -2.69114)
H (3.48849, 4.93171, -3.62385)
H (3.18825, 5.68419, -5.20040)
H (2.73267, 4.01018, -4.89845)
H (0.89309, 5.84622, -4.90440)
H (1.50377, 6.33819, -3.35215)
H (-0.45569, 2.39676, -3.75373)
H (-1.53489, 1.68108, -2.49099)
H (0.21054, 1.86517, -2.21844)
C (-0.48096, -0.04138, 5.66982)
C (0.30987, -0.51753, 4.45742)
O (0.45250, -1.94974, 4.63744)
S (-0.15945, -2.42437, 6.00475)
O (0.75904, -3.27116, 6.63629)
O (-1.49699, -2.85043, 5.83310)
O (-0.18681, -0.99031, 6.70204)
H (-1.54235, 0.03662, 5.42872)
H (-0.14810, 0.94435, 5.98293)
H (1.31009, -0.08834, 4.39473)
H (-0.18703, -0.33285, 3.51648)
C (3.77949, -0.97421, 0.65759)
C (3.09757, -1.05809, 2.03633)
O (4.11247, -1.52525, 2.94708)
S (5.46394, -0.83512, 2.49272)
O (6.56037, -1.62934, 2.88532)
O (5.42660, 0.53003, 2.80310)
O (5.21390, -1.05266, 0.95606)
H (3.60465, 0.01908, 0.25719)
H (3.60488, -1.76689, -0.05698)
H (2.21782, -1.68733, 2.11555)
H (2.78735, -0.05453, 2.31730)

Cartesian forces (eV/Å) of the 3 atoms listed first:
-0.4 -0.1 -0.2
-0.6 -0.5 0.1
0.1 -0.6 -0.5

## Properties
Kohn-Sham gap: 7.857 eV
Spin multiplicity: 1
Net charge: -1
HOMO level: -6.540 eV
Lowest unoccupied orbital energy: 1.3 eV

In elementary charge units, the Löwdin charges are: 1.0149 0.9592 1.5597 0.2502 -0.4087 -0.5166 -0.4498 -0.3228 0.2686 -0.3213 -0.5350 -0.4348 -0.5042 0.2282 -0.4707 -0.4327 -0.4080 -0.5050 -0.0521 -0.1792 0.0298 -0.5495 0.0695 0.0310 -0.0100 0.0774 0.0726 0.0821 0.1400 0.0923 0.0896 0.0910 0.0989 -0.0455 -0.1747 0.0360 -0.6138 0.0687 0.0006 -0.0169 0.0804 0.0799 0.0771 0.1223 0.1187 0.1006 0.1030 0.0796 -0.0560 -0.2098 0.0170 -0.6032 0.1329 0.0103 0.0066 0.0802 0.0787 0.0590 0.1270 0.1217 0.0798 0.1013 0.0902 -0.1547 -0.1244 -0.1913 0.5444 -0.2124 -0.2157 -0.1743 0.1214 0.1359 0.1295 0.0963 -0.1129 -0.1662 -0.1753 0.5420 -0.2144 -0.2086 -0.2025 0.1204 0.1263 0.1308 0.0993

=====

(4)
# C16H33BF4N11O4

8 unconnected molecules or ions with the total composition C16H33BF4N11O4 at a distorted geometry (ωB97M-V with the def2-TZVPD basis set, the Open Molecules 2025 dataset).

Geometry (Å):
B (-0.92667, -0.45986, -0.50554)
F (-0.46447, -1.18115, -1.59526)
F (-0.89424, -1.33366, 0.61965)
F (-0.13998, 0.64716, -0.30335)
F (-2.25189, -0.09023, -0.71356)
C (3.16923, 1.54461, -1.13458)
O (2.92660, 1.58498, -2.33395)
N (4.38165, 1.14779, -0.61557)
N (2.28842, 1.78030, -0.17384)
H (4.93675, 0.90474, -1.42310)
H (4.75819, 1.45353, 0.26281)
H (1.34221, 1.73183, -0.52548)
H (2.43434, 1.35388, 0.72791)
C (-3.22055, -1.41492, 3.03502)
O (-3.92304, -1.54229, 4.04881)
N (-1.87782, -1.46664, 3.05010)
N (-3.75216, -0.98929, 1.86503)
H (-1.55510, -2.19927, 3.66782)
H (-1.37525, -1.50901, 2.14187)
H (-4.71503, -0.78147, 1.68205)
H (-3.09251, -1.01381, 1.11762)
C (0.05727, -4.38457, 1.43512)
O (0.16497, -5.40821, 2.09709)
N (-0.69076, -4.32011, 0.35106)
N (0.93706, -3.37454, 1.54710)
H (-1.31719, -5.10287, 0.25493)
H (-0.95681, -3.45879, -0.09584)
H (1.58714, -3.49285, 2.30390)
H (0.95572, -2.74023, 0.76991)
C (1.99108, -3.03014, -2.95704)
O (2.85762, -3.85053, -3.26979)
N (1.42535, -2.03421, -3.68400)
N (1.45430, -3.07793, -1.72961)
H (1.84373, -1.48589, -4.41381)
H (0.48460, -1.76389, -3.46037)
H (1.99229, -3.48260, -0.98331)
H (0.61961, -2.54677, -1.52330)
C (-2.96714, 2.89399, -5.92684)
C (-2.57482, 3.41234, -4.48565)
C (-2.01849, 2.27682, -3.62095)
C (-1.11493, 1.34859, -4.33672)
N (-0.42620, 0.58102, -4.83130)
H (-2.17917, 2.31633, -6.40314)
H (-3.15205, 3.79644, -6.51340)
H (-3.94289, 2.40965, -5.89217)
H (-3.48102, 3.81788, -4.04158)
H (-1.77434, 4.13341, -4.64296)
H (-2.76874, 1.64508, -3.14669)
H (-1.32216, 2.66630, -2.87475)
N (2.32091, 0.03900, 3.64240)
C (2.32909, -0.30344, 2.32985)
C (3.67522, -0.64231, 2.02408)
C (4.38449, -0.71792, 3.25539)
C (3.56708, -0.15835, 4.21333)
H (1.44476, 0.12437, 4.13351)
H (1.41843, -0.20207, 1.76002)
H (4.09328, -0.95733, 1.08112)
H (5.35586, -1.17753, 3.34078)
H (3.78010, 0.13238, 5.22900)
N (-1.53546, 2.07004, 1.74787)
C (-2.62242, 2.16751, 2.57854)
C (-2.28634, 3.10055, 3.57965)
C (-1.02551, 3.69812, 3.22249)
C (-0.56041, 2.89924, 2.19035)
H (-1.51339, 1.52748, 0.89772)
H (-3.48852, 1.58995, 2.30200)
H (-2.94805, 3.45233, 4.35568)
H (-0.50660, 4.55045, 3.62850)
H (0.38479, 2.89660, 1.66739)

Cartesian forces (eV/Å) of the 3 atoms listed first:
-0.6 -0.6 -0.5
-0.2 0.0 -0.4
0.5 0.2 -0.6

## Properties
Energy relative to the best compared isomer or geometry (same formula, charge and spin): 0.0 kcal/mol
Kohn-Sham gap: 8.362 eV
Spin multiplicity: 1
Net charge: -1
HOMO level: -5.931 eV
Lowest unoccupied orbital energy: 2.4 eV

In elementary charge units, the natural (NBO) charges are: 1.3450 -0.5581 -0.5801 -0.5593 -0.5623 0.7721 -0.6694 -0.8791 -0.8502 0.3999 0.4000 0.4186 0.3937 0.7643 -0.6924 -0.8546 -0.8516 0.3888 0.4133 0.4034 0.3974 0.7546 -0.6917 -0.8299 -0.8543 0.3993 0.4010 0.4158 0.4012 0.7736 -0.6774 -0.8624 -0.8698 0.4120 0.4028 0.3982 0.3999 -0.6132 -0.3826 -0.5144 0.3036 -0.3562 0.2235 0.2031 0.2031 0.2127 0.2071 0.2558 0.2570 -0.5030 -0.1056 -0.3199 -0.3103 -0.0871 0.4247 0.2368 0.2352 0.2226 0.2094 -0.5092 -0.0739 -0.3156 -0.3261 -0.0783 0.4344 0.2205 0.2110 0.2170 0.2054

=====

no.,energy (eV)
1,-41878.6364
2,-59563.8983
3,-133031.2232
4,-53266.7173